# 1
18
Properties=species:S:1:pos:R:3:mulliken_spin:R:1 method="wB97M-V/def2-TZVPD" charge=+1 spin_multiplicity=2 relative_energy_kj_mol=6.68 homo_ha="-0.48074 / -0.48055" s2=0.755
N -2.660 0.213 -0.963 0.002
C -1.547 1.142 -0.973 0.002
C -1.961 2.587 -0.645 0.002
C -0.514 0.762 0.070 0.014
S 0.247 -0.874 -0.219 0.430
S 2.073 -0.570 0.550 0.465
C 2.140 -1.576 2.034 0.006
H -2.915 -0.044 -0.014 0.001
H -3.523 0.551 -1.369 0.000
H -1.079 1.115 -1.961 0.002
H -2.512 2.596 0.297 0.000
H -1.145 3.277 -0.848 0.000
H -2.764 2.900 -1.323 0.000
H 0.288 1.494 0.107 -0.004
H -0.998 0.742 1.053 0.036
H 1.755 -2.590 1.915 0.015
H 1.503 -1.094 2.777 0.031
H 3.168 -1.669 2.376 -0.002

***

# 2
18
Properties=species:S:1:pos:R:3:mulliken_spin:R:1 method="wB97M-V/def2-TZVPD" charge=+1 spin_multiplicity=2 relative_energy_kj_mol=206.96 homo_ha="-0.44905 / -0.44828" s2=0.754
S -3.234 -0.288 0.262 0.000
S -1.480 -1.120 -0.339 0.007
C -0.203 0.193 0.107 0.002
C 0.769 0.493 -1.056 0.023
C 2.303 0.202 -0.633 0.013
N 2.817 1.169 0.331 0.797
C 3.750 0.650 1.266 0.015
H -3.873 0.239 -0.803 0.000
H -0.947 0.910 0.179 -0.001
H 0.282 -0.110 1.004 -0.001
H 0.625 -0.124 -1.938 0.000
H 0.523 1.708 -1.344 -0.003
H 3.034 0.291 -1.510 0.051
H 2.249 -0.844 -0.281 0.023
H 2.214 1.814 0.843 -0.020
H 3.580 0.954 2.375 0.011
H 3.543 -0.450 1.297 0.036
H 4.767 0.710 0.988 0.047

***

# 3
18
Properties=species:S:1:pos:R:3:mulliken_charge:R:1 method="wB97M-V/def2-TZVPD" charge=0 spin_multiplicity=1 relative_energy_kj_mol=19.60 homo_ha=-0.35037
C -0.659 2.025 -0.125 -1.359
C -1.094 0.612 0.221 0.034
O -1.688 0.534 1.467 -0.561
P 0.457 -0.501 0.321 0.965
C -0.224 -2.316 0.175 -1.124
C 1.527 -0.134 -1.182 -1.108
O 1.031 -0.211 1.674 -0.714
H -1.338 2.751 0.147 0.415
H 0.235 2.074 0.495 0.397
H -0.178 2.033 -1.237 0.201
H -1.878 0.335 -0.497 0.419
H -1.072 0.915 2.069 0.372
H -0.238 -2.779 -0.808 0.339
H 0.770 -2.758 0.643 0.293
H -0.937 -2.447 0.849 0.391
H 1.211 -0.524 -2.127 0.336
H 1.602 0.944 -1.094 0.319
H 2.474 -0.553 -0.990 0.385

***

# 4
19
Properties=species:S:1:pos:R:3:mulliken_spin:R:1 method="wB97M-V/def2-TZVPD" charge=+3 spin_multiplicity=7 relative_energy_kj_mol=0.00 homo_ha="-0.79146 / -0.79282" s2=13.001
O -1.572 -1.591 -0.792 -0.006
C -0.527 -1.371 -1.257 0.003
O -0.405 -1.071 -2.550 0.000
C 0.745 -1.441 -0.458 -0.024
C 0.494 -0.865 0.934 0.130
C -0.481 0.297 0.934 0.044
P 0.287 1.960 0.041 -0.057
H 0.294 -0.417 -2.655 0.001
H 1.081 -2.465 -0.368 -0.001
H 1.524 -0.881 -0.963 -0.005
H 1.440 -0.522 1.328 -0.006
H 0.161 -1.621 1.636 -0.027
H -1.443 0.055 0.392 -0.057
H -0.759 0.567 1.995 0.054
H 1.550 1.739 0.648 -0.071
H -0.689 2.739 0.733 -0.087
H 0.082 1.419 -1.246 -0.071
H 0.800 3.232 -0.535 -0.278
Tb -2.582 0.238 2.181 6.461

***

# 5
18
Properties=species:S:1:pos:R:3:mulliken_charge:R:1 method="wB97M-V/def2-TZVPD" charge=-1 spin_multiplicity=1 relative_energy_kj_mol=36.26 homo_ha=-0.09450
C -1.433 -0.738 1.050 -0.557
O -2.002 0.106 2.087 -0.570
C -0.844 0.109 -0.083 -0.072
C -0.145 -0.789 -1.111 -0.766
C 1.364 -0.892 -1.000 -0.399
S 1.911 -2.036 0.312 -0.674
H -2.301 -1.306 0.703 0.322
H -0.653 -1.371 1.454 0.247
H -1.569 0.822 -0.474 0.325
H -0.031 0.622 0.441 -0.042
H -0.583 -1.780 -1.213 0.344
H -0.413 -0.397 -2.094 0.377
H 1.731 0.100 -0.705 -0.122
H 1.812 -1.107 -1.957 0.311
H 1.158 1.970 -0.254 0.387
H 2.054 3.175 0.378 0.315
H -1.264 0.628 2.422 0.300
O 1.206 2.884 0.043 -0.728

***

# 6
19
Properties=species:S:1:pos:R:3:mulliken_spin:R:1 method="wB97M-V/def2-TZVPD" charge=-1 spin_multiplicity=3 homo_ha="-0.09752 / -0.14702" s2=2.008
C -2.078 -0.432 0.864 0.001
C -1.000 2.041 -0.677 -0.001
C -1.197 -0.777 -1.897 0.000
C 4.249 -0.893 1.155 0.883
O 0.702 -0.019 0.175 0.019
O 2.393 -0.504 2.825 0.391
Si -0.762 0.197 -0.299 0.006
S 2.615 -0.859 1.444 0.633
H -1.934 -1.497 1.126 0.000
H -2.115 0.171 1.829 0.000
H -3.099 -0.387 0.515 0.000
H -1.899 2.036 -1.482 0.000
H -1.192 2.837 0.156 0.000
H -0.077 2.230 -1.164 0.000
H -1.359 -1.855 -1.615 0.000
H -2.163 -0.233 -2.051 0.000
H -0.596 -0.675 -2.821 0.000
H 4.560 -0.939 0.043 0.029
H 4.953 -0.440 1.873 0.040

***

# 7
19
Properties=species:S:1:pos:R:3:mulliken_spin:R:1 method="wB97M-V/def2-TZVPD" charge=+1 spin_multiplicity=2 homo_ha="-0.37935 / -0.48425" s2=0.751
O -0.107 1.944 -0.764 -0.013
C -1.400 1.857 -0.265 -0.010
C -1.640 0.481 0.341 0.006
O -1.253 -0.501 -0.619 0.002
C -1.299 -1.828 -0.126 -0.002
Sc 0.517 0.284 -1.717 1.002
H -2.183 2.053 -1.026 0.000
H -1.583 2.599 0.538 0.003
H -2.694 0.327 0.620 0.003
H -0.990 0.355 1.226 -0.001
H -2.323 -2.086 0.180 -0.001
H -0.989 -2.498 -0.936 0.003
H -0.625 -1.947 0.737 0.001
O 1.769 0.119 0.053 0.005
H 1.507 0.927 0.639 0.000
C 3.071 -0.407 0.246 -0.004
H 3.023 -1.486 0.055 -0.001
H 3.786 0.039 -0.461 0.009
H 3.411 -0.233 1.278 -0.001

***

# 8
19
Properties=species:S:1:pos:R:3:mulliken_charge:R:1 method="wB97M-V/def2-TZVPD" charge=-1 spin_multiplicity=1 relative_energy_kj_mol=68.61 homo_ha=-0.16956
O -0.721 -0.365 -1.876 -0.749
C -0.673 0.655 -1.149 0.412
O -1.552 1.547 -1.056 -0.710
C 0.573 0.932 -0.221 -0.300
C 1.096 -0.285 0.496 -0.534
C -0.094 -1.216 0.881 -1.070
H 0.102 1.684 0.417 -0.108
H 1.201 1.649 -0.764 0.345
H 1.613 -0.085 1.446 0.443
H 1.845 -0.945 0.075 0.395
H 0.006 -1.436 1.947 0.296
H -1.053 -0.716 0.752 0.245
H -0.243 -2.137 0.320 0.326
H -1.467 2.495 1.512 0.360
H -2.072 1.173 1.602 0.338
O -2.225 2.069 1.939 -0.671
H 0.600 -1.586 -1.655 0.352
H 1.557 -1.554 -2.784 0.310
O 1.509 -1.881 -1.881 -0.681

***

# 9
19
Properties=species:S:1:pos:R:3:mulliken_charge:R:1 method="wB97M-V/def2-TZVPD" charge=-1 spin_multiplicity=1 relative_energy_kj_mol=298.04 homo_ha=-0.13216
O -0.621 -2.289 -2.442 -0.550
C -0.223 -1.376 -1.741 0.012
C -1.171 -0.197 -1.473 -0.496
C -0.327 1.092 -1.214 -0.726
C 0.886 0.895 -0.274 -0.865
O 0.772 0.182 0.836 -0.770
H 0.672 -1.453 -1.136 0.359
H -1.769 -0.502 -0.677 0.263
H -1.890 0.082 -2.240 0.301
H -0.137 1.547 -2.113 0.510
H -0.952 1.791 -0.824 0.412
H 1.899 0.558 -0.784 0.236
H 1.311 1.912 -0.060 0.329
H -1.790 0.966 2.628 0.237
H -0.349 0.626 2.139 0.434
O -1.021 0.557 2.829 -0.686
H 1.358 -0.826 2.580 0.375
H 1.457 -1.933 1.520 0.324
O 1.893 -1.631 2.447 -0.698

***

# 10
17
Properties=species:S:1:pos:R:3:mulliken_charge:R:1 method="wB97M-V/def2-TZVPD" charge=0 spin_multiplicity=1 relative_energy_kj_mol=263.86 homo_ha="-0.30332 / -0.30431"
C 2.588 -0.693 1.256 -0.727
C -1.537 1.679 -0.948 -1.019
C 1.979 -0.776 -0.083 -0.785
C -1.992 0.235 -0.903 -0.403
O -1.674 -2.069 0.579 -0.569
P -1.101 -0.726 0.407 0.346
H 3.659 -0.934 1.187 0.309
H 2.501 0.304 1.682 0.276
H 2.145 -1.421 1.934 0.264
H -0.454 1.725 -1.076 0.252
H -2.010 2.210 -1.774 0.319
H -1.786 2.186 -0.016 0.325
H 1.889 -1.741 -0.551 0.365
H 2.015 0.080 -0.733 0.365
H -1.818 -0.275 -1.856 0.313
H -3.061 0.150 -0.670 0.322
H -1.342 0.065 1.565 0.045

***

# 11
17
Properties=species:S:1:pos:R:3:mulliken_charge:R:1 method="wB97M-V/def2-TZVPD" charge=-1 spin_multiplicity=1 relative_energy_kj_mol=61.65 homo_ha=-0.10636
C -1.911 1.614 0.109 -0.923
C -1.781 0.371 0.961 -0.469
S -1.418 -1.159 -0.039 -0.624
H -2.420 1.385 -0.836 0.260
H -0.934 2.052 -0.129 0.192
H -2.486 2.398 0.619 0.349
H -1.011 0.548 1.722 0.230
H -2.726 0.164 1.480 0.276
H 0.200 -0.414 -0.775 0.066
C 1.754 0.089 0.152 0.058
O 1.186 -0.251 -1.112 -0.572
C 3.299 0.243 -0.023 -1.059
H 1.473 -0.638 0.911 0.312
H 1.374 1.081 0.450 0.084
H 3.517 1.306 0.095 0.276
H 3.499 0.017 -1.074 0.258
H 3.843 -0.537 0.499 0.284

***

# 12
17
Properties=species:S:1:pos:R:3:mulliken_charge:R:1 method="wB97M-V/def2-TZVPD" charge=-1 spin_multiplicity=1 relative_energy_kj_mol=183.00 homo_ha=-0.08281
C 1.913 -0.403 -2.095 -0.920
C 2.311 0.474 -0.900 -0.526
S 1.054 1.695 -0.409 -0.274
H 0.997 -0.055 -2.575 0.308
H 2.648 -0.344 -2.900 0.313
H 1.706 -1.431 -1.815 0.264
H 3.222 1.025 -1.123 0.307
H 2.588 -0.159 -0.064 0.333
H 0.482 0.904 0.516 0.171
C -2.664 -0.929 1.550 -0.335
O -1.711 -0.391 2.295 -0.839
C -2.173 -1.925 0.464 -0.770
H -3.454 -1.530 2.098 0.175
H -3.337 -0.205 0.990 0.149
H -3.024 -2.368 -0.060 0.324
H -1.467 -1.460 -0.227 0.079
H -1.615 -2.716 0.981 0.241

***

# 13
17
Properties=species:S:1:pos:R:3:mulliken_charge:R:1 method="wB97M-V/def2-TZVPD" charge=0 spin_multiplicity=1 relative_energy_kj_mol=91.57 homo_ha=-0.32106
C 0.548 0.474 2.071 -1.112
C 1.442 -0.368 1.130 0.172
C 2.696 0.446 0.749 -1.324
P 0.561 -1.082 -0.330 0.147
S -0.170 0.501 -1.181 -0.257
H -0.443 -0.037 2.114 0.267
H 0.908 0.989 2.965 0.393
H 0.379 1.379 1.403 0.305
H 1.898 -1.310 1.586 0.328
H 3.342 0.684 1.666 0.315
H 2.533 1.347 0.140 0.348
H 3.392 -0.158 0.164 0.414
C -4.085 0.797 1.310 -0.996
H -3.327 1.368 1.789 0.239
H -5.060 1.182 1.512 0.289
H -3.742 0.912 0.254 0.217
H -3.994 -0.193 1.620 0.253

***

# 14
17
Properties=species:S:1:pos:R:3:mulliken_charge:R:1 method="wB97M-V/def2-TZVPD" charge=-1 spin_multiplicity=1 relative_energy_kj_mol=94.79 homo_ha=-0.07912
C 1.323 -1.025 -0.672 -0.795
S 3.129 -0.905 -0.628 -0.092
C 3.510 -1.057 1.096 -0.848
H 0.945 -1.975 -0.282 0.330
H 0.974 -0.226 -0.012 0.231
H 1.020 -0.833 -1.712 0.304
H 4.571 -1.187 1.285 0.302
H 3.135 -1.987 1.621 0.262
H 2.963 -0.280 1.673 0.292
C -3.617 0.057 -0.954 -0.949
C -2.341 0.616 -0.351 -0.186
S -2.592 1.783 1.049 -0.718
H -3.858 -0.863 -0.416 0.248
H -4.461 0.712 -0.746 0.268
H -3.517 -0.126 -2.034 0.271
H -1.549 -0.124 -0.118 -0.065
H -1.646 1.111 -1.084 0.146